DFT (ωB97M-V/def2-TZVPD) results for C4H6O2 in the gas phase.

Structure (XYZ):
```
12
Properties=species:S:1:pos:R:3
C -0.61875 0.86182 -1.22804
C -0.90252 -0.13352 -0.12981
O -1.88904 -0.83229 -0.10837
C 0.14134 -0.21895 0.99263
C 1.41837 -0.85313 0.47685
O 2.27200 -0.23602 -0.11393
H 0.42189 0.78960 -1.56088
H -0.76062 1.87824 -0.84179
H -1.30478 0.69568 -2.06049
H 0.38545 0.79261 1.33547
H -0.28546 -0.81088 1.80557
H 1.52095 -1.94350 0.64719
```

Computed properties:
LUMO in eV: 0.45
SMILES string: CC(=O)CC=O
E in eV: -8339.6982
2S+1: 1
ΔE to the lowest compared entry with this formula, charge and spin in kJ/mol: 73.6
Total charge: 0
HOMO-LUMO gap in Eh: 0.38292
HOMO energy in eV: -10.0

Results of the Mulliken charge analysis, in e, for atoms 1 through 6: C -1.061; C 0.675; O -0.537; C -0.488; C 0.031; O -0.459